[1]
112
Properties=species:S:1:pos:R:3 method="wB97M-V/def2-TZVPD" smiles="CC(=O)N(C(C)=O)[C@@](C#N)(Cc1cccc(C)c1)[C@@](C#N)(CC(=O)I)C[C@H](C)F.CCOCC.CCOCC.CCOCC.CCOCC" lumo_energy_ev=0.256 gap_ev=9.237 spin_multiplicity=1 homo_ev=-8.981 e_tot_ev=-69008.368
H -1.0410 -0.7822 2.1384
F -3.2786 -0.9089 1.5492
C -3.0728 -0.0284 -0.6285
H 0.5771 -6.2235 1.2965
H 4.0487 6.3599 -2.8248
C -0.7402 9.1710 -3.2735
C -0.1724 -6.4478 2.0594
C -2.8772 -4.8984 -0.5003
I -4.0850 -4.0002 -2.0449
H 5.1230 -5.6298 7.9715
N -2.8972 -3.0699 3.9440
C -0.2694 -1.4974 2.4453
H -7.8548 -0.3746 -6.2556
H 7.0187 -5.4525 6.2837
C 0.7282 4.7420 -1.3574
N 0.2056 -3.9462 2.7220
H -8.0706 -1.5954 -3.4546
H -1.1407 -6.7491 1.6549
H 2.9343 -5.3699 6.1305
C 1.2016 0.2638 1.5285
C 4.6691 -4.1521 5.7205
C 0.5683 -3.0870 5.2112
H -2.8463 -0.2768 -1.6724
H -3.9344 -1.8785 -0.0871
H 2.5988 10.7757 -4.7280
O -0.7460 -5.5502 4.1359
H -4.1785 0.4405 -5.8026
H -8.6209 -1.9079 -5.8584
H 3.5191 -2.7970 -1.1261
H 7.6371 -4.0601 7.1663
H -5.8576 -1.3079 -6.3801
O -2.4453 -5.9827 -0.7147
C 7.0679 -4.9856 7.2683
H 3.7444 6.0536 -1.1050
H -1.0306 9.8487 -5.3217
H 2.2908 10.4572 -3.0116
H 1.0233 11.1380 -4.0266
H -2.4642 -5.0695 1.5454
C -5.4102 -1.2771 -5.3810
O -6.3160 -1.7937 -4.4213
H -4.5636 -1.9649 -5.3988
H 0.9882 -3.7386 5.9873
C -0.3097 -3.9614 0.0407
C -2.5916 -4.2157 0.8706
H -1.3144 8.6112 -2.5339
H 1.8486 -3.0132 1.2316
H -1.7708 -2.3735 -1.0523
H 4.4248 -6.2967 5.9935
C 1.4059 9.0199 -4.3566
C 1.9399 -1.9381 1.1208
H 2.4638 4.5430 -3.4525
H -0.5586 10.1605 -2.8400
H -2.3186 0.6673 -0.2313
C -0.2964 -5.2696 3.0564
H 0.2112 -7.2776 2.6630
H -0.1037 -1.2392 3.5020
C -0.7733 -2.9520 2.2895
H -0.2882 3.8448 -3.0381
H 7.6143 -5.6602 7.9295
C -1.3708 -3.2493 0.8518
C 4.0176 -2.4156 -0.2181
H 4.0558 0.2887 -0.2923
H -9.2893 -0.3892 -5.2315
H 2.2734 8.3587 -4.3433
H 0.4855 0.9625 1.9633
C -8.3669 -0.9230 -5.4634
H 0.9978 8.9786 -5.3724
O 0.4808 8.4720 -3.4336
H 5.6025 -4.2063 5.1488
H 3.6657 -5.6506 4.5396
H -0.9360 -1.2374 -0.0515
H 4.0910 -3.3378 5.2885
C -0.0829 4.8393 -2.6367
H -1.0316 5.3430 -2.4460
C 5.6866 -4.7001 7.8334
O 2.2502 -3.6433 3.6884
H 2.4686 6.7136 -2.1256
N 0.5614 -4.4776 -0.5258
H 5.7924 -4.2517 8.8220
H 0.4440 5.4026 -3.4077
C -1.5551 9.2816 -4.5511
C 3.8792 -5.4425 5.5876
C -7.5080 -1.0560 -4.2174
H -7.2789 -0.0714 -3.7949
H 3.7450 3.9420 -2.4193
H -1.7626 8.2904 -4.9581
O 4.9343 -3.7806 7.0641
H -2.5020 9.7853 -4.3534
C -3.0534 -1.3107 0.2330
H -3.5165 -3.7358 1.2172
H 0.1543 4.1869 -0.6133
H 2.3873 1.8354 0.7109
C 2.8721 4.5958 -2.4372
C 1.0647 -3.5424 3.8446
H 4.9216 -1.9088 -0.5648
H 0.8665 -2.0642 5.4637
C 1.8530 10.4300 -4.0108
C 2.2723 0.7608 0.8361
H -5.7141 0.8526 -5.0429
C 3.3060 6.0135 -2.1038
C -4.9068 0.1192 -5.0566
H -4.4305 0.1348 -4.0743
H 0.9049 5.7365 -0.9333
C 3.0249 -1.4505 0.4139
C -2.0066 -2.9779 3.2099
H 4.2082 -3.2903 0.4099
C -1.7178 -2.0073 -0.0167
H -4.0373 0.4836 -0.5511
O 1.9525 4.0475 -1.5093
C 3.2109 -0.0937 0.2752
H -0.5207 -3.1688 5.3217
C 0.9934 -1.1104 1.6796

[2]
200
Properties=species:S:1:pos:R:3 method="wB97M-V/def2-TZVPD" smiles="COCCNCCOC.COCCNCCOC.COCCNCCOC.COCCNCCOC.COCCNCCOC.COCCNCCOC.COCCNCCOC.NC(N)=O.NC(N)=O.NC(N)=O.NC(N)=O" lumo_energy_ev=0.570 gap_ev=8.789 spin_multiplicity=1 homo_ev=-8.219 e_tot_ev=-108861.493
H 2.1517 0.3514 -3.8130
H -2.7300 -0.5284 4.0836
C -6.4792 -6.7009 -8.5303
H 2.5875 -2.5256 -2.8714
H -3.5283 6.7478 -0.6340
N -0.7789 -0.4132 5.9135
C 0.2223 9.5789 8.6110
N -2.9583 -4.6833 -8.0672
H 4.3584 -5.7460 1.2441
H -7.3340 -3.0103 -0.5137
H 2.1963 3.0584 -5.8090
C 1.5357 -2.6563 -2.6137
C -0.7242 -4.0247 -7.2790
C -1.7351 7.3825 0.5531
H 3.2995 4.9854 -0.8457
H 0.9752 -0.0169 -0.7865
C -0.7960 3.3395 -3.4253
N 6.9935 -2.9775 -5.2388
H 0.6751 7.3191 7.0360
O 1.1394 9.8708 9.6527
H 7.4898 -2.3944 -5.8967
H -5.8957 -7.6236 -8.4621
C 3.3315 1.7831 -4.6031
H -1.0861 -6.0357 -5.5743
C -2.8510 -6.2299 -0.4500
H 0.1359 -3.3871 -7.5105
H -0.5856 -2.5391 5.9130
C 0.2834 -2.9253 -0.6097
H 1.0978 3.9235 4.7050
H 3.0791 -4.0431 0.7411
H -1.1957 8.3200 7.9308
N 2.1929 2.3188 -5.1311
H -5.3584 -5.3854 -10.4032
H 3.1134 9.5741 10.2186
N -0.6976 2.9629 -4.7158
H -4.2950 -2.2172 -2.3388
H 1.1000 -2.1650 1.3278
H -1.8759 -1.3875 8.4473
C 5.3206 -2.4464 -1.1524
H -1.5534 -2.9600 7.9988
H 5.7222 -0.2499 -4.3108
C 0.6266 0.0556 0.2482
H 3.9334 1.4408 -1.6758
H -0.6393 7.9928 9.6528
C -1.1389 -1.9506 7.8706
H 0.4548 2.9413 6.0916
C -0.3507 8.1762 8.6197
H -2.2725 -6.3715 -1.3684
C 4.0103 -3.9550 0.1848
H -1.1100 -5.9586 0.5603
C 0.6066 3.9409 5.6767
H -3.6650 -6.9535 -0.5931
H -0.5562 -2.6618 -1.2632
O -2.5201 5.1555 0.0547
H -1.6527 0.9804 -2.7748
H 6.8510 -3.9359 -5.4983
C -1.8828 -6.1278 3.0973
H 1.5297 -1.6863 9.7756
H -0.1729 4.7046 -2.1275
H 2.3645 7.1263 0.2082
H 7.9312 -5.4594 1.1934
C -3.6552 1.7412 3.3721
O 6.1711 -5.1712 0.2615
N -0.9159 7.3875 -0.6617
H -1.1184 -5.3572 2.9442
O -1.5296 2.8115 -2.5806
H -1.6672 -7.6469 0.8041
N -0.0769 4.4276 -3.0917
H 1.7041 4.7900 8.5698
H -1.6126 -0.4971 -1.8454
O -0.8810 -3.9270 -5.8598
H -1.8329 -3.1404 -8.8615
O 4.4403 2.3160 -4.5533
H 6.3695 -0.6272 -0.5913
H 1.0581 6.4483 1.0556
C 0.1829 -2.2636 0.7366
C 6.0071 -1.1336 -1.4881
O 1.5057 -2.6240 -1.2293
H 0.0767 -4.0027 -0.5288
O 5.0678 -0.2885 -2.1382
N 4.4104 -2.5156 -0.0098
C -3.7638 -4.3639 -9.2784
C 2.3535 9.1178 9.5877
H -0.4688 -1.1674 4.0628
O 1.3921 4.6177 6.6366
H -3.5544 -4.9689 -7.3038
H -1.1564 3.1441 2.8788
H 0.5442 8.7070 0.1823
N 0.5105 7.1496 8.0173
H -0.9439 6.4008 -0.9015
H -0.0108 -0.0296 6.4368
H -1.3870 3.5461 1.2077
O 1.3788 5.6473 -0.8683
H 3.9223 -4.4669 -0.7840
C -0.7336 -0.1763 4.4540
N -1.3084 -1.9145 -3.8957
H 6.8562 -1.4446 -2.0987
C 0.8198 4.6498 7.9464
H -4.4166 4.4363 0.0729
C 0.1174 1.4891 0.3699
O -0.2554 1.7636 1.7548
C -1.9813 -6.6027 0.7299
H -7.0007 -6.5362 -9.4789
O -2.4678 1.5085 4.1262
C -0.6561 3.1439 1.9109
H -4.4267 -3.4937 -9.2902
O -5.3257 -2.6798 -0.5896
H -4.3547 0.9049 3.3523
H -0.4436 3.5732 -5.4689
O -2.6739 -6.3178 1.9273
H 0.6356 9.8458 7.6309
H 0.1590 -0.6148 9.8094
H 0.9723 -3.4091 -3.1734
C 0.4456 -1.6607 9.6530
C -3.5198 4.3053 -0.5387
C -2.0432 -3.5286 -7.8655
H -6.6558 -2.9712 -2.0852
N -1.5997 -0.0372 -2.7386
H -1.3542 6.9666 1.4896
H 5.6411 1.4925 -1.2903
O 0.1981 -2.0815 8.3538
H 0.8550 2.2598 0.1353
N -3.2279 -4.8383 -0.3722
C -6.4579 -3.3450 -1.0749
H 0.8757 8.1146 -1.4254
H -2.4154 -5.6561 3.9223
H -1.2098 -2.4621 -3.0677
H -3.5678 -4.4342 0.4836
O -1.5155 0.0596 -5.0088
C -3.7548 -4.2717 -1.6118
H 0.6317 4.7346 -3.7329
H 0.3757 3.6716 8.1461
C 6.0524 -2.1324 -4.7100
H -2.4436 -2.7437 -7.2231
H -1.0240 -2.2144 -4.8210
H 4.7257 -2.7441 -2.0213
C 0.4252 7.8379 -0.4657
H 7.3965 -6.8199 0.2148
H 1.3154 1.9035 -4.8832
H -4.1211 -6.4379 -9.6740
H -3.6783 6.5432 1.0957
H -1.4519 -7.1010 3.3315
C 4.9544 -4.8901 0.9155
O 4.9397 -2.4528 -4.3367
H -4.2128 2.6416 3.6359
H 1.0224 -1.7206 -2.8911
H 3.4961 -2.2090 -0.3299
N -0.3356 -0.9209 0.6747
H -3.7900 4.6324 -1.5452
O -5.5204 -5.6797 -8.3819
H -1.1950 -0.6553 1.1101
H -0.6555 10.2227 8.6941
H -6.4304 -4.4275 -0.9394
C -4.1800 -2.8236 -1.4370
C -1.4823 -0.5711 -3.9605
H 2.1765 3.7900 -1.0396
H 5.2679 -4.3040 1.7921
C 1.3495 6.7471 0.0405
H 2.4433 4.4809 0.6214
H 1.5081 0.0299 0.9020
H -1.8314 0.0772 2.6920
N 6.4631 -0.8376 -4.6532
H 6.0794 -3.2322 -1.1316
H -0.7052 5.7436 9.0498
H -3.3299 2.0075 2.3590
H -0.8409 -5.0203 -4.1437
H 0.5156 -5.2429 -5.2176
H -7.2116 -6.5410 -7.7397
C -0.1189 5.8348 8.1356
H -0.7825 1.6548 -0.2287
H -3.0043 -4.3835 -2.4001
H -3.2501 3.2560 -0.6109
H 6.6038 -6.5816 1.7535
H 0.2667 3.7266 1.8820
H -1.0002 2.0116 -4.9188
C -2.9629 6.4929 0.2679
C -1.9859 0.2109 3.7603
H 0.0851 0.5276 4.3049
H -4.5898 -4.9005 -1.9403
C 4.7694 0.8348 -1.3252
H 7.2684 -0.4648 -5.1193
C -1.2025 -1.7500 6.3642
H -2.1905 -1.9182 5.9332
H 3.8852 -0.0313 -3.9329
H -3.3388 -2.3397 -0.9316
H -0.0229 -2.2915 10.4153
C 7.0583 -6.0523 0.9142
H 2.3087 8.0371 9.7179
H 4.4598 0.5729 -0.3092
H -0.3108 4.5171 5.5186
H -2.2400 8.3478 0.6373
N 3.0861 0.5502 -4.1183
C -4.7121 -5.5245 -9.5303
H 2.7675 9.2171 8.5767
C -0.5740 -5.1520 -5.1943
H -0.4745 -4.9912 -7.7198
H -0.5369 -2.7899 1.3709
H -0.8533 5.9001 7.3194
H -3.0471 -4.3517 -10.0983
C 2.3209 4.6927 -0.4403

[3]
60
Properties=species:S:1:pos:R:3 method="wB97M-V/def2-TZVPD" smiles="Cc1ccc(-c2nnn(CC(=O)N(c3ccc(F)cc3)[C@H](C(=O)NC(C)(C)C)c3ccco3)n2)o1" lumo_energy_ev=0.635 gap_ev=8.932 spin_multiplicity=1 homo_ev=-8.297 e_tot_ev=-45141.066
H 1.7836 -3.8685 1.4297
C 0.6914 -2.0948 0.9032
H -0.0844 -3.5511 -3.2308
H -4.5075 4.7654 0.0717
H -3.5896 4.2484 -1.3435
O -0.2603 2.0066 0.1738
C 5.0416 -0.7361 -1.0094
C -1.5906 -0.0858 -0.8595
N 2.8916 1.9964 2.0723
C -1.6775 -2.1527 1.3741
H -4.5392 1.3937 1.7162
H 4.2218 -1.3878 -1.2301
H -1.1059 0.6337 -1.5324
C 8.4315 0.7236 -1.1333
H 0.6426 -0.1062 2.5112
C -2.7002 -2.3102 -1.6942
C -0.2972 -4.0246 1.8905
C -5.3874 2.2725 -0.7369
N 2.1329 1.0345 1.6149
C -0.1120 0.9383 0.7410
H 8.9465 0.0911 -1.8498
O -3.8545 -0.2379 -0.0031
C 0.8260 -3.3732 1.4127
H -3.6950 -2.2197 -1.3128
O 6.2350 0.9220 -0.1096
N 4.0395 1.8810 1.5153
H -3.3664 2.6770 2.0451
C -4.1082 2.6462 0.0132
H -2.6458 -1.6793 1.3331
C -3.7250 4.0962 -0.2751
C -4.2867 2.4318 1.5188
C 5.0261 0.3207 -0.1324
C -1.5485 -3.4341 1.8760
H 8.9566 0.6893 -0.1797
H 0.5139 1.6805 2.6564
C 3.9653 0.8136 0.6900
H 1.5493 -1.5680 0.5121
N 2.7524 0.2621 0.7438
C -1.6932 -1.4032 -1.5504
O -0.5728 -1.8514 -2.1659
H -5.2504 2.4106 -1.8068
N -0.7136 -0.1906 0.3241
H -2.6687 -4.2713 -2.7524
H 8.4488 1.7542 -1.4854
C -0.5569 -1.4807 0.8963
C -0.8671 -3.0467 -2.7002
C -2.9586 0.4793 -0.4020
C -2.1596 -3.3809 -2.4471
C 6.3430 -0.7712 -1.5479
N -3.0028 1.8141 -0.4720
H -6.2101 2.8990 -0.4041
H -2.1296 2.3002 -0.6369
H -5.6373 1.2328 -0.5490
C 0.7664 0.8482 1.9946
H -2.4028 -3.9756 2.2486
C 7.0302 0.2603 -0.9666
F -0.1689 -5.2739 2.3790
H -5.0853 3.0641 1.8961
H 6.7223 -1.4656 -2.2694
H -2.7991 4.3538 0.2347

[4]
10
Properties=species:S:1:pos:R:3 method="wB97M-V/def2-TZVPD" lumo_energy_ev=-5.061 gap_ev=10.486 total_charge=+1 spin_multiplicity=1 homo_ev=-15.547 e_tot_ev=-8645.553
H 2.0758 -0.2326 -0.6893
H 2.4071 0.5373 1.0045
C -0.4682 -0.4910 1.0498
H 2.4017 -1.3039 0.8809
C 1.9566 -0.3411 0.4568
N -1.4097 0.7104 -1.5132
H -1.5115 -0.8015 1.2368
N 0.6352 -0.4256 0.7101
O -3.6117 1.2742 -1.5660
N -2.4752 1.0740 -1.5703